{
  "formula": "C57H127N6O",
  "method": "ωB97M-V/def2-TZVPD",
  "elements": ["C", "C", "C", "O", "H", "H", "H", "H", "H", "H", "H", "C", "C", "C", "C", "N", "C", "C", "C", "C", "C", "H", "H", "H", "H", "H", "H", "H", "H", "H", "H", "H", "H", "H", "H", "H", "H", "H", "H", "H", "H", "C", "C", "C", "C", "N", "C", "C", "C", "C", "C", "H", "H", "H", "H", "H", "H", "H", "H", "H", "H", "H", "H", "H", "H", "H", "H", "H", "H", "H", "H", "C", "C", "C", "C", "N", "C", "C", "C", "C", "C", "H", "H", "H", "H", "H", "H", "H", "H", "H", "H", "H", "H", "H", "H", "H", "H", "H", "H", "H", "H", "C", "C", "C", "C", "N", "C", "C", "C", "C", "C", "H", "H", "H", "H", "H", "H", "H", "H", "H", "H", "H", "H", "H", "H", "H", "H", "H", "H", "H", "H", "C", "C", "C", "C", "N", "C", "C", "C", "C", "C", "H", "H", "H", "H", "H", "H", "H", "H", "H", "H", "H", "H", "H", "H", "H", "H", "H", "H", "H", "H", "C", "C", "C", "C", "N", "C", "C", "C", "C", "C", "H", "H", "H", "H", "H", "H", "H", "H", "H", "H", "H", "H", "H", "H", "H", "H", "H", "H", "H", "H"],
  "coordinates": [[-8.555892, -31.814268, 28.985480], [-8.841157, -32.780446, 27.876233], [-9.976467, -33.734310, 28.243798], [-8.935569, -32.203205, 26.623806], [-8.331090, -32.372987, 29.893992], [-9.324824, -31.046878, 29.074597], [-7.640127, -31.321877, 28.658316], [-7.973728, -33.436276, 27.950786], [-10.826150, -33.083520, 28.450224], [-9.791810, -34.276562, 29.171139], [-10.231627, -34.384222, 27.406773], [-12.541243, -36.421419, 28.234756], [-12.214043, -37.513031, 27.286389], [-11.125357, -37.051764, 26.311695], [-9.677031, -36.940507, 26.908157], [-8.590126, -36.733452, 25.823449], [-8.170128, -38.062535, 25.146283], [-7.427565, -38.825231, 26.218592], [-6.842960, -37.844308, 27.233885], [-7.277984, -36.490210, 26.682881], [-8.789805, -35.668019, 24.682873], [-12.726445, -35.498449, 27.685289], [-11.722214, -36.017331, 28.829741], [-13.357772, -36.684555, 28.907171], [-13.021929, -38.013048, 26.752164], [-11.651217, -38.214760, 27.901946], [-11.463514, -36.117538, 25.863395], [-11.135473, -37.874889, 25.597217], [-9.501588, -37.889267, 27.415284], [-9.634476, -36.196644, 27.703739], [-7.475621, -37.770821, 24.358459], [-9.080705, -38.566298, 24.821989], [-6.586039, -39.198548, 25.635010], [-8.050231, -39.628294, 26.612896], [-5.760275, -37.830817, 27.359187], [-7.455670, -38.183737, 28.069039], [-6.655224, -36.010281, 25.927944], [-7.337988, -35.762236, 27.491930], [-7.896246, -35.698793, 24.059408], [-8.973039, -34.658770, 25.051557], [-9.661589, -35.924149, 24.080803], [-19.298212, -36.884658, 23.635467], [-18.331306, -36.466368, 22.543528], [-17.452207, -35.200934, 22.902799], [-16.124405, -35.398205, 23.609558], [-15.419129, -34.112137, 24.099930], [-14.425460, -34.437883, 25.306395], [-13.315913, -33.309808, 25.298001], [-13.322834, -32.854189, 23.826679], [-14.375484, -33.506918, 23.025227], [-16.374253, -33.028880, 24.541307], [-18.778951, -37.503631, 24.367120], [-20.077911, -37.415835, 23.089554], [-19.650541, -35.998300, 24.163035], [-18.762991, -36.292980, 21.557782], [-17.691947, -37.340631, 22.421073], [-18.088466, -34.633228, 23.581750], [-17.314319, -34.771043, 21.910684], [-15.425635, -36.124211, 23.193949], [-16.360935, -35.915912, 24.539143], [-15.045262, -34.370731, 26.200511], [-14.106265, -35.464517, 25.126837], [-13.544985, -32.524913, 26.018820], [-12.377411, -33.709610, 25.682015], [-13.527358, -31.783564, 23.831065], [-12.307721, -32.986914, 23.452476], [-14.814415, -32.953786, 22.194871], [-14.039625, -34.425482, 22.544046], [-17.148392, -32.798808, 23.809278], [-15.803610, -32.175162, 24.906873], [-16.798402, -33.459617, 25.448313], [-9.788858, -28.677466, 22.214300], [-10.779675, -29.565227, 22.921608], [-11.325123, -29.376974, 24.391020], [-10.171812, -29.145525, 25.420129], [-10.720919, -28.884123, 26.836930], [-9.679798, -28.626680, 27.915237], [-9.052621, -27.250313, 27.633568], [-10.314972, -26.468075, 27.197366], [-11.407502, -27.478746, 27.008097], [-11.601660, -30.083929, 27.093680], [-9.645748, -29.100475, 21.219972], [-8.800217, -28.517238, 22.644426], [-10.227367, -27.697314, 22.026937], [-10.433654, -30.591974, 22.802525], [-11.663675, -29.590266, 22.284421], [-11.976495, -30.241388, 24.519919], [-12.086193, -28.604609, 24.502034], [-9.481658, -28.381300, 25.062706], [-9.700395, -30.127955, 25.446104], [-10.100921, -28.659221, 28.920070], [-8.881346, -29.350344, 27.751295], [-8.458519, -27.044479, 28.523962], [-8.268295, -27.276975, 26.877114], [-10.556982, -25.737710, 27.969442], [-10.179403, -25.892809, 26.281507], [-12.017969, -27.591063, 27.904091], [-12.005240, -27.277572, 26.119078], [-12.535856, -30.034485, 26.534297], [-11.742740, -30.131622, 28.173463], [-11.214930, -31.093651, 26.955863], [-4.741614, -33.243167, 28.104289], [-3.983806, -31.981611, 27.997394], [-3.702134, -31.525632, 26.535444], [-5.031007, -30.919989, 25.946029], [-4.915713, -30.595732, 24.390783], [-6.272013, -30.085465, 23.898354], [-7.049615, -31.414171, 23.664276], [-5.966912, -32.473085, 23.386966], [-4.667768, -31.797612, 23.518301], [-3.877063, -29.463139, 24.224641], [-4.673659, -33.634209, 29.119448], [-4.345263, -34.047269, 27.484267], [-5.746440, -33.132490, 27.696626], [-3.090285, -32.136123, 28.602258], [-4.467033, -31.185873, 28.564313], [-3.231369, -32.316682, 25.951734], [-2.906256, -30.780857, 26.534914], [-5.353601, -29.991446, 26.417019], [-5.768579, -31.719545, 26.015258], [-6.202625, -29.530844, 22.962573], [-6.777946, -29.551376, 24.702653], [-7.660861, -31.166751, 22.796368], [-7.776298, -31.575284, 24.460562], [-5.973085, -32.921997, 22.393714], [-6.095043, -33.252569, 24.138015], [-4.300902, -31.548501, 22.522592], [-3.863307, -32.391216, 23.952550], [-2.916845, -29.864963, 24.548088], [-4.212505, -28.779846, 25.004818], [-3.958652, -29.286878, 23.152088], [-14.556650, -33.134703, 28.859090], [-14.306925, -31.648445, 28.827802], [-15.516675, -30.716180, 29.166896], [-15.225333, -29.211899, 29.447709], [-16.363933, -28.273880, 29.848742], [-16.937787, -28.554757, 31.252736], [-18.378131, -28.975188, 31.041965], [-18.511217, -29.373583, 29.594598], [-17.561032, -28.430319, 28.894666], [-15.742986, -26.882832, 29.768881], [-13.632415, -33.598688, 28.514721], [-15.242565, -33.423301, 28.062640], [-14.935875, -33.496088, 29.814956], [-13.897210, -31.330591, 27.869052], [-13.534837, -31.348573, 29.536365], [-16.055205, -31.291978, 29.919586], [-16.150724, -30.682586, 28.280917], [-14.905213, -28.853842, 28.469231], [-14.341979, -29.244466, 30.085458], [-16.834531, -27.588982, 31.747420], [-16.290857, -29.332063, 31.659398], [-19.004768, -28.145980, 31.370344], [-18.583509, -29.836960, 31.677001], [-19.519166, -29.151955, 29.243834], [-18.245139, -30.405457, 29.365370], [-17.964686, -27.449048, 28.645130], [-17.205347, -28.680431, 27.895151], [-14.827007, -26.776410, 30.350067], [-16.437637, -26.076552, 30.004383], [-15.702392, -26.800481, 28.682756], [-9.080172, -23.884202, 31.141770], [-8.533958, -25.184401, 30.562140], [-7.562030, -25.995719, 31.465771], [-7.627476, -27.463976, 31.004722], [-6.965603, -28.454785, 32.042250], [-7.785977, -28.566521, 33.344824], [-7.465441, -29.935390, 33.935175], [-7.241998, -30.786806, 32.697820], [-7.088536, -29.815088, 31.428211], [-5.469712, -28.246983, 32.300389], [-9.486663, -23.977490, 32.148827], [-9.929830, -23.520060, 30.564201], [-8.381431, -23.053364, 31.043929], [-8.014730, -25.005079, 29.620679], [-9.367426, -25.817932, 30.258715], [-7.878930, -25.898639, 32.504160], [-6.569564, -25.590568, 31.268363], [-7.024012, -27.500618, 30.097751], [-8.656892, -27.702692, 30.737462], [-7.584740, -27.779322, 34.071399], [-8.790801, -28.322773, 32.999831], [-6.681158, -30.061087, 34.681635], [-8.409986, -30.252726, 34.377015], [-6.378508, -31.439502, 32.826229], [-8.054881, -31.488056, 32.509248], [-6.262145, -30.134857, 30.793454], [-7.990899, -29.954803, 30.832967], [-5.267408, -27.225818, 32.623482], [-4.972375, -28.318030, 31.333065], [-5.104848, -28.845068, 33.135413]],
  "forces_ev_per_angstrom": [[0.505, 0.300, -0.123], [0.300, -0.782, -1.261], [-0.608, 1.076, -0.005], [-0.500, 0.125, 0.447], [-0.258, 0.295, 0.385], [-0.261, -0.122, 0.402], [0.186, 0.332, 0.194], [0.877, -0.518, -0.287], [-0.635, -0.078, -0.024], [0.120, -0.288, -0.052], [0.044, 0.072, 0.096], [-0.860, 1.455, 0.387], [2.501, -0.205, 0.728], [0.408, -0.529, -0.263], [-1.862, -0.301, -1.114], [0.919, 0.587, 1.171], [-0.854, 0.986, 1.097], [1.352, -0.757, -1.906], [-1.661, 0.005, -0.900], [-0.440, 0.766, -0.683], [-0.422, -0.624, 1.263], [-0.958, 0.158, -0.283], [0.415, -0.867, 0.298], [-0.045, 0.283, -0.038], [-0.093, 0.253, 0.293], [-0.629, -0.953, -0.044], [0.275, 0.122, -0.382], [0.392, 0.372, -0.655], [0.408, -0.101, -0.356], [0.396, 0.242, -0.576], [-0.490, -0.090, -0.211], [0.263, 0.116, -0.443], [-0.117, -1.018, 0.336], [0.455, 0.023, 0.203], [-0.263, -0.490, 0.274], [0.938, 1.075, 1.034], [0.688, -0.526, 0.154], [-0.920, 0.233, -0.236], [-0.062, -0.056, 0.201], [0.288, -0.033, 0.569], [0.136, -0.454, 0.123], [0.227, 0.532, -0.520], [1.780, -0.207, 0.609], [-0.385, -0.617, -0.992], [-0.638, -0.614, 1.609], [1.952, 1.014, -1.041], [-0.925, 1.249, -0.712], [-1.407, -1.791, -0.120], [1.278, 1.845, 1.003], [-1.261, -2.860, 0.157], [0.357, -1.093, 0.997], [-0.302, -0.236, -0.054], [-0.321, -0.132, 0.834], [-0.596, -0.138, -0.062], [-0.318, 0.140, 0.322], [0.350, 0.044, -0.432], [-0.009, 0.445, -0.473], [0.121, 0.839, 0.315], [0.356, 0.704, -0.721], [-0.184, 0.129, 0.419], [0.099, -0.405, -0.085], [0.296, 0.220, 0.074], [-0.407, 0.099, -0.243], [0.137, -0.178, -0.450], [0.250, 0.160, -0.143], [-0.237, -0.007, -0.518], [-0.480, 0.349, 0.612], [0.312, -0.025, 0.071], [0.449, 0.049, 0.021], [0.071, 0.112, -0.553], [-0.667, 0.160, -0.123], [-0.192, 0.908, -0.317], [-0.790, -0.697, 0.431], [0.501, 0.868, -0.734], [-1.098, -1.045, -0.530], [0.089, 0.601, -0.176], [2.356, -0.973, -1.668], [-0.623, -1.150, -0.255], [1.138, 1.137, 0.351], [-0.720, -1.357, -0.746], [-0.565, 0.237, 1.693], [0.162, -0.032, 0.009], [-0.044, -0.219, 0.325], [0.120, 0.181, 0.114], [0.228, -0.238, 0.542], [-0.227, 0.219, 0.029], [0.738, -0.506, 0.579], [0.272, 0.708, -0.575], [-0.223, 0.190, 0.341], [0.670, 0.075, 0.665], [-0.357, -0.272, -0.287], [-0.350, -0.573, 0.540], [-0.717, 0.926, 0.113], [-0.343, -0.253, -0.413], [-0.348, -0.026, -0.047], [0.265, -0.069, 0.066], [-0.188, -0.037, -0.179], [-0.182, -0.075, 0.285], [0.090, 0.511, 0.299], [-0.639, 0.508, 0.097], [1.303, 0.381, -0.902], [-0.786, -1.279, -0.518], [1.100, 0.703, -0.191], [-0.230, 1.225, 0.682], [1.444, -1.719, -1.724], [0.152, 1.426, 0.708], [-0.329, -1.858, 0.897], [-0.310, 1.616, -1.129], [-1.510, -1.047, 0.447], [1.566, 0.327, 0.630], [-1.022, -2.288, 0.642], [-0.659, 0.084, 0.032], [0.565, 0.059, -0.115], [-0.462, -0.053, 0.649], [0.590, 0.223, -0.618], [-0.392, 0.245, -0.191], [-0.663, -0.358, -0.080], [-0.147, 0.339, 0.231], [0.089, -0.186, 0.012], [-0.473, 0.434, 0.054], [0.498, 0.167, 0.317], [0.386, 0.478, -0.190], [-0.076, -0.521, -0.269], [0.455, -0.636, 0.370], [-0.557, -0.090, 0.127], [0.136, -0.242, -0.119], [0.034, 0.890, 0.182], [-0.169, -0.022, 0.123], [0.060, 0.136, -0.455], [0.228, 0.853, -0.879], [0.481, 1.033, 0.391], [-0.025, 0.202, -0.854], [0.056, 2.241, 0.471], [-0.973, -0.587, -0.713], [0.313, -1.710, -0.850], [0.761, -0.069, 0.456], [0.869, 0.199, -0.778], [0.210, -0.574, 1.228], [-0.289, 0.853, -0.903], [0.704, 0.605, -0.735], [-1.311, -0.283, -1.334], [0.151, -0.348, 0.695], [-0.518, 0.113, 0.197], [0.293, -0.125, -0.097], [-0.037, -0.160, -0.256], [0.330, -0.401, 0.272], [-0.255, 0.613, 0.431], [-0.338, -0.447, -0.005], [0.155, 0.364, 0.087], [-0.386, 1.007, 0.687], [-0.010, -0.461, 0.490], [-0.172, 0.216, 0.361], [-0.326, -0.208, -0.393], [-0.227, 0.196, 0.157], [-0.016, -0.374, -0.087], [-0.176, 0.015, 0.311], [-0.249, 0.264, 0.955], [0.297, -0.760, 0.157], [-0.076, -0.315, -0.325], [-0.294, -0.426, 0.641], [1.184, 0.506, 0.017], [-0.270, 0.422, -0.463], [0.162, -0.144, 0.032], [-0.903, -0.066, -0.734], [1.930, 1.210, 1.155], [-0.337, 0.073, -1.065], [0.958, 1.100, 0.188], [-1.747, -0.205, -0.901], [0.703, -0.600, -1.322], [-0.596, -2.288, 1.819], [-0.664, 1.644, -0.224], [0.447, -0.064, 0.148], [-0.105, -0.247, -0.280], [0.254, -0.192, 0.527], [0.065, 0.309, -0.098], [-0.344, -0.213, 0.251], [0.267, 0.087, 0.070], [0.078, -0.061, 0.639], [0.084, -0.554, -0.007], [0.098, -0.770, 0.673], [0.558, 0.304, -0.400], [-0.306, -0.920, 0.231], [-0.003, 0.720, -0.168], [0.211, -0.131, 0.459], [0.185, 0.212, -0.155], [-0.148, 0.223, -0.010], [0.207, 0.631, 0.188], [-0.073, 0.680, 0.076], [-0.488, 0.166, 0.054], [0.179, -0.620, 0.315], [-0.193, -0.590, -0.562]],
  "de_lowest_kcal_mol": 149.4,
  "total_charge": 5,
  "largest_force_ev_per_a": 3.13
}